Record 1
Density functional theory data (ωB97M-V/def2-TZVPD) for C34H48GeN6O7SScSe4Si3 as an isolated structure.

Each line ends with the Löwdin spin population.
Element x y z (Å)
Se  5.21857  0.89813  1.40295  0.055
Se  2.59688  -0.35325  3.67959  0.327
Se  2.99133  0.50791  1.47867  0.074
Se  4.24184  0.34000  4.98966  0.507
Ge  1.30480  -0.96109  -2.24636  0.000
Sc  0.83225  0.67654  -0.15330  0.004
S  -6.60422  -1.70480  5.93301  0.000
Si  -0.10590  -2.84428  -2.71649  0.000
Si  3.48442  -1.83696  -2.61234  0.000
Si  0.95459  0.33961  -4.22749  0.000
O  -7.78822  -0.96495  6.31928  0.000
O  -1.05885  1.18910  -0.65906  0.000
O  -6.56298  -2.10967  4.54500  0.000
O  0.86273  -1.50546  0.86926  0.002
O  -3.48183  0.41886  -1.18709  0.000
O  -6.17220  -2.71490  6.88443  0.000
O  2.43327  1.63133  -0.98327  0.001
N  0.51302  2.86517  0.31704  0.001
N  -5.24544  0.24588  7.21627  0.000
N  -0.51707  0.56426  2.03336  0.002
N  2.19240  -3.07846  1.70816  0.009
N  -4.36768  -0.40724  5.10841  0.000
N  -0.82308  3.09551  0.62128  0.000
C  -3.85065  1.19031  -0.13683  0.000
C  3.72360  -2.78488  -4.22437  0.000
C  4.98414  4.10676  -1.61764  0.000
C  1.25690  3.89569  0.30947  0.001
C  2.58967  3.88994  -0.23368  0.000
C  -2.36079  0.49910  4.13574  0.000
C  -3.35836  0.44813  5.25204  0.000
C  -2.54821  -0.27084  2.99451  0.001
C  -0.05817  -2.90871  2.59455  0.000
C  -5.59362  1.76528  1.42160  0.000
C  4.53761  5.19047  -0.84867  0.000
C  3.06725  2.77666  -0.95895  0.000
C  -3.45428  2.83164  1.58203  0.000
C  -0.35000  1.31317  3.12048  0.007
C  -4.74574  2.67712  2.04965  0.000
C  -2.98129  2.09143  0.49416  0.000
C  -5.26607  -0.47828  6.08718  0.000
C  0.20896  -3.92564  -4.23063  0.000
C  -1.60872  -0.20711  1.98397  0.000
C  4.26687  2.93470  -1.67963  0.000
C  -1.23202  1.30683  4.18558  0.002
C  1.01246  -2.43816  1.64902  0.002
C  -0.12858  -4.07381  -1.28947  0.000
C  4.88112  -0.59196  -2.56596  0.000
C  -5.15399  1.03703  0.33324  0.000
C  -1.54676  2.15554  0.11722  0.000
C  -3.24980  1.24409  6.37874  0.000
C  2.26881  1.66197  -4.45256  0.000
C  3.93028  -3.04202  -1.22931  0.000
C  -1.88363  -2.25350  -2.89415  0.000
C  3.34127  5.07277  -0.18301  0.000
C  -4.23697  1.09506  7.33845  0.000
C  0.88292  -0.60499  -5.86104  0.000
C  -0.67821  1.27035  -4.11739  0.000
H  4.20588  -2.45531  -0.34215  0.000
H  -1.73995  -0.78693  1.07934  0.000
H  -5.08762  3.23861  2.91012  0.000
H  3.26473  1.22444  -4.59333  0.000
H  2.03818  2.28409  -5.32696  0.000
H  4.84683  -0.01261  -1.63725  0.000
H  2.37565  -3.76626  2.41298  0.001
H  -4.21340  1.69004  8.24796  0.000
H  -2.44452  1.95224  6.51736  0.000
H  0.82935  -4.59717  -1.18987  0.000
H  5.91387  4.18781  -2.17027  0.000
H  0.18962  -3.87227  3.04156  0.000
H  5.11560  6.10468  -0.79045  0.000
H  0.04903  -1.31627  -5.86411  0.000
H  -0.78436  1.97039  -4.95583  0.000
H  -1.99943  -1.61236  -3.77576  0.000
H  2.95368  5.90706  0.39511  0.000
H  -0.91548  -4.82422  -1.43946  0.000
H  2.95613  -2.73434  1.14779  0.001
H  5.83655  -1.13279  -2.58741  0.000
H  4.85758  0.09875  -3.41796  0.000
H  0.82183  4.84216  0.62423  0.000
H  3.00107  -3.59783  -4.33823  0.000
H  -2.20204  -1.66948  -2.02281  0.000
H  -6.59784  1.60655  1.79881  0.000
H  -0.72895  1.84135  -3.18525  0.000
H  4.79842  -3.65368  -1.50590  0.000
H  -0.16978  -2.16788  3.38946  0.000
H  -1.01951  1.94205  5.03512  0.000
H  -2.52359  0.53515  -1.32164  0.000
H  -2.76246  3.50777  2.06669  0.000
H  3.61307  -2.12208  -5.09111  0.000
H  0.52074  1.95396  3.12939  0.002
H  4.73443  -3.21256  -4.24633  0.000
H  1.14925  -4.47898  -4.14330  0.000
H  1.80413  -1.17216  -6.03716  0.000
H  3.10064  -3.71594  -0.98694  0.000
H  -2.57191  -3.10192  -2.99958  0.000
H  2.31815  2.30696  -3.56926  0.000
H  -0.32928  -3.55816  -0.35002  0.000
H  4.61339  2.09369  -2.26171  0.000
H  -0.60568  -4.65652  -4.31805  0.000
H  -1.53701  0.58974  -4.12949  0.000
H  -5.79350  0.31260  -0.15657  0.000
H  0.73927  0.09166  -6.69771  0.000
H  0.25097  -3.34342  -5.15666  0.000
H  -1.00919  -2.98741  2.07359  0.000
H  -3.42717  -0.89861  2.91373  0.000

spin multiplicity: 2
net charge: -2
expectation value of S²: 0.757
frontier orbital gap (spin up / spin down): 6.31 / 4.99 eV
total energy: -432391.2245 eV
E_HOMO (spin up / spin down): -2.824 / -2.753 eV

***

Record 2
Density functional theory data (ωB97M-V/def2-TZVPD) for C34H48GeN7O4Ru as an isolated structure.

Each line ends with the Mulliken charge.
Element x y z (Å)
Ru  -0.34999  0.58410  0.18705  0.306
Ge  3.82338  4.09576  -3.82149  1.834
O  -1.47261  1.24573  1.51264  -0.755
O  -3.55424  0.88169  2.21099  -0.601
O  2.49525  0.75241  -0.32150  -0.322
O  0.75821  2.08370  -0.71879  -0.924
N  -3.50869  1.58395  -2.23471  0.107
N  -6.38943  -2.96836  4.21372  -0.345
N  -1.50291  1.18564  -1.18355  0.184
N  -0.92927  -1.20221  1.16933  -0.661
N  -6.99352  -1.14545  2.94823  -0.399
N  -4.97057  -1.13165  4.04228  0.056
N  1.88495  -1.19371  0.78270  -0.613
C  6.51587  5.11471  -3.25583  -0.264
C  2.37136  3.66674  -2.55688  -1.440
C  3.20178  5.12814  -5.33745  0.023
C  -3.93805  -1.62885  4.95139  -1.279
C  -5.99648  1.60110  -2.12689  -1.033
C  4.13179  0.01076  -4.90799  -0.713
C  2.32354  4.56833  -6.25651  -0.320
C  1.98789  1.87827  -0.81016  0.485
C  2.20214  6.64432  -7.45252  -0.427
C  5.74503  6.57128  -1.02418  -0.772
C  3.10773  7.20180  -6.57640  -0.687
C  3.63337  6.43477  -5.53831  -0.401
C  4.38798  2.41000  -4.62837  -0.137
C  5.96180  1.14502  -5.96234  -0.861
C  -3.27104  3.04978  -2.19997  -1.257
C  -3.48237  3.65606  -0.81751  -0.595
C  2.94309  2.82375  -1.40810  -0.153
C  7.07277  6.56688  -1.42139  -0.498
C  -2.10558  -1.02485  2.06255  0.887
C  5.51422  2.35244  -5.44739  -0.374
C  -2.68712  0.74109  -1.67891  1.315
C  -6.11227  -1.75350  3.75379  0.848
C  5.27195  -0.02842  -5.69135  -0.473
C  -3.00989  -0.71453  -1.58540  -1.792
C  -2.73209  -2.31509  4.30000  -0.524
C  4.80583  5.85067  -1.74886  -0.174
C  5.17535  5.10730  -2.87296  0.302
C  3.69388  1.22320  -4.38705  0.385
C  7.45749  5.83405  -2.53434  -0.776
C  1.55995  -0.12467  0.25075  0.688
C  -2.48175  0.43154  1.94207  0.167
C  -4.76324  1.16210  -2.89849  -0.699
C  1.79263  5.33236  -7.28998  -0.703
C  -1.76759  -1.38549  3.53935  -1.052
H  1.83827  7.22617  -8.28853  0.393
H  4.35549  6.86937  -4.85662  0.360
H  -2.23679  -1.22346  -1.01777  0.034
H  -5.75052  -3.46639  4.80869  0.168
H  1.08581  4.90147  -7.98721  0.400
H  7.80463  7.14516  -0.87387  0.401
H  3.83203  2.24943  -1.68415  0.482
H  -3.11587  4.68081  -0.81468  0.388
H  3.58387  -0.90195  -4.70770  0.396
H  -6.88317  1.21872  -2.62863  0.415
H  -2.26927  3.25630  -2.58578  0.595
H  -5.97893  1.21612  -1.10593  0.264
H  6.84752  1.11946  -6.58248  0.422
H  -7.91444  -1.53390  2.82077  0.229
H  2.78538  1.23484  -3.78735  0.161
H  5.61283  -0.96646  -6.10814  0.398
H  6.84492  4.55258  -4.11964  0.132
H  -2.95624  3.10432  -0.03641  0.071
H  3.25790  3.47556  -0.57908  0.412
H  -3.97753  -0.86623  -1.10925  0.387
H  -4.40491  -2.29308  5.67636  0.567
H  -2.16425  -2.75982  5.11738  0.403
H  -4.75371  0.08526  -3.02920  0.411
H  -6.08790  2.68490  -2.08427  0.343
H  2.88963  -1.39216  0.81088  0.329
H  -3.95870  3.48404  -2.92164  0.488
H  3.76660  5.89294  -1.43570  0.370
H  -4.53791  3.67548  -0.55482  0.321
H  6.04620  3.25866  -5.70919  0.323
H  -4.75127  1.60217  -3.89622  0.384
H  -2.95122  -1.61593  1.70875  0.463
H  -0.09234  -1.36874  1.73881  0.392
H  -3.59085  -0.76419  5.51955  0.350
H  -4.75415  -0.29369  3.51657  0.141
H  -3.03790  -1.16791  -2.57647  0.585
H  -0.97858  -2.02565  0.57221  0.325
H  1.57555  3.14124  -3.08761  0.563
H  8.49454  5.82189  -2.84121  0.426
H  -1.65854  -0.46407  4.11911  0.483
H  -0.78331  -1.85739  3.53626  0.474
H  5.44157  7.14040  -0.15541  0.402
H  1.93665  4.59254  -2.18067  0.616
H  2.04630  3.52214  -6.15912  0.363
H  -7.30850  -3.36609  4.10234  0.224
H  -6.89972  -0.15658  2.78374  0.207
H  -3.06103  -3.13230  3.65231  0.297
H  -1.31837  2.17602  -1.32398  0.274
H  3.40726  8.23327  -6.70440  0.400

net charge: +3
frontier orbital gap: 3.01 eV
total energy: -113731.5096 eV
E_HOMO: -13.663 eV

***

What is the formula in the first record?
C34H48GeN6O7SScSe4Si3

***

Look up the net charge of the second one.
+3